[1]
18
Properties=species:S:1:pos:R:3:forces:R:3 method="wB97M-V/def2-TZVPD" spin_multiplicity=1 fmax_ev_per_a=0.33 smiles="CCCNC(C)=O" e_homo_ev=-9.55 total_energy_ha=-327.12619 charge=0 lumo_ev=0.90 gap_ev=10.454
C -2.30554 -0.26924 -0.55772 -0.03 -0.07 -0.02
C -1.48530 0.82696 0.11386 0.01 0.06 0.00
C -0.59469 0.30930 1.24564 -0.08 0.06 0.09
N 0.52443 -0.49358 0.75871 0.14 0.09 -0.12
C 1.60162 0.19145 0.27056 0.06 0.21 -0.04
O 1.63255 1.41293 0.32973 0.00 -0.20 -0.01
C 2.78277 -0.51130 -0.37307 0.02 -0.02 0.00
H -2.92374 0.13275 -1.36720 0.10 -0.06 0.11
H -1.65620 -1.03969 -0.99017 -0.10 0.09 0.05
H -2.97503 -0.75650 0.16222 0.09 0.06 -0.11
H -0.83729 1.32699 -0.61512 -0.12 -0.06 0.10
H -2.15284 1.59956 0.51621 0.09 -0.13 -0.01
H -0.15012 1.15860 1.76916 -0.14 -0.11 0.00
H -1.17669 -0.27382 1.96887 0.12 -0.03 -0.16
H 0.43636 -1.49626 0.69211 0.21 0.23 -0.10
H 2.83535 -0.13788 -1.40058 -0.02 -0.13 0.12
H 2.80379 -1.60413 -0.38647 -0.25 0.14 0.14
H 3.67597 -0.13525 0.13376 -0.11 -0.14 -0.05

=====

[2]
18
Properties=species:S:1:pos:R:3:forces:R:3 method="wB97M-V/def2-TZVPD" spin_multiplicity=1 fmax_ev_per_a=2.21 smiles="CCN[C@@H](C)C=O" e_homo_ev=-8.95 total_energy_ha=-327.06746 charge=0 lumo_ev=0.98 gap_ev=9.934
C 2.02327 -1.52084 -0.54215 0.11 -0.39 1.27
C 1.25898 -0.23349 -0.80333 -0.01 -0.24 -0.50
N -0.15594 -0.37477 -0.44023 0.11 0.15 0.23
C -2.28867 0.73141 -0.15131 -1.23 0.25 -0.26
C -0.80302 0.87262 0.07141 1.61 -1.51 -0.14
C -0.51423 0.97658 1.58820 -0.09 0.39 -1.18
O -0.49140 0.00383 2.28037 0.08 -0.37 0.59
H 1.66973 -1.94091 0.41406 0.02 0.12 -0.11
H 3.07337 -1.29976 -0.33103 0.00 -0.10 -0.46
H 1.93417 -2.35141 -1.23673 -0.07 0.32 -0.46
H 1.35243 0.04511 -1.86274 -0.10 0.10 0.22
H 1.76850 0.52945 -0.21751 0.01 0.39 0.16
H -0.15255 -1.01661 0.33848 -0.35 -0.36 0.14
H -2.84782 1.64564 -0.36499 0.28 0.18 0.25
H -2.51299 0.06472 -0.98395 0.43 0.06 -0.12
H -2.76841 0.25105 0.70572 0.13 0.11 0.09
H -0.22196 1.63601 -0.44973 -0.86 0.65 -0.02
H -0.32348 1.98136 1.98545 -0.05 0.25 0.29

=====

[3]
18
Properties=species:S:1:pos:R:3:forces:R:3 method="wB97M-V/def2-TZVPD" spin_multiplicity=1 fmax_ev_per_a=0.45 smiles="C=NCC.CC=O" e_homo_ev=-9.67 total_energy_ha=-327.06079 charge=0 lumo_ev=1.11 gap_ev=10.780
C -0.05959 -1.74724 -1.40782 -0.05 -0.01 0.04
C 1.02055 -0.92214 -0.71716 0.05 -0.01 -0.15
N 0.89582 -0.66657 0.71416 -0.30 -0.26 0.20
C 0.00182 -1.25598 1.38774 0.18 0.11 -0.10
C -1.03343 1.64478 0.19210 0.03 -0.01 -0.10
O -1.24104 1.35622 -0.96247 0.02 0.12 0.36
C 0.06856 2.55275 0.65867 0.02 0.02 -0.11
H 0.19017 -1.85331 -2.46809 -0.02 0.03 0.15
H -1.02979 -1.24251 -1.34337 0.13 -0.11 0.00
H -0.15232 -2.75532 -0.98823 0.03 0.13 -0.07
H 1.07973 0.06226 -1.19739 0.02 -0.13 0.07
H 2.00718 -1.38391 -0.85168 -0.12 0.07 0.00
H -0.71971 -1.97313 0.97935 0.09 0.12 -0.01
H -0.06654 -1.04812 2.45792 0.03 -0.02 -0.13
H -1.66372 1.21278 1.00019 0.03 0.05 -0.13
H 0.52223 3.06182 -0.19461 -0.04 -0.06 0.12
H 0.82199 1.93231 1.16051 -0.12 0.09 -0.05
H -0.31107 3.28131 1.38325 0.03 -0.12 -0.09

=====

[4]
18
Properties=species:S:1:pos:R:3:forces:R:3 method="wB97M-V/def2-TZVPD" spin_multiplicity=2 fmax_ev_per_a=3.81 e_homo_ev="-14.55 / -14.55" total_energy_ha=-326.75607 charge=+1 lumo_ev="-4.34 / -7.21" gap_ev="10.207 / 7.340"
C 1.25891 -1.52065 0.33162 1.10 1.00 0.02
N 0.95273 -0.59472 -0.76962 -3.61 -0.11 0.28
C -0.19558 0.17512 -0.82600 2.63 -0.88 -2.61
C -0.98421 0.40395 0.28136 -0.21 0.18 0.85
C -1.65130 1.15212 -2.53220 0.34 0.19 0.11
C -0.48251 0.55781 -2.23800 -2.15 0.50 0.73
H 1.04006 -1.09277 1.30084 -0.43 0.20 0.05
H 0.74697 -2.48140 0.19868 0.53 0.15 -0.04
H 2.35341 -1.48955 0.33401 -0.14 -1.11 0.01
H 0.99380 -1.04056 -1.68101 1.15 0.12 -0.01
H -0.74418 -0.21217 1.13331 -0.22 0.31 0.33
H -1.80883 1.10813 0.34525 0.21 -0.23 -0.21
H -2.34309 1.54426 -1.79383 0.10 -0.15 0.02
H -1.94791 1.29794 -3.56112 0.05 0.04 -0.05
H 0.04991 0.19494 -3.11158 0.69 -0.13 0.58
H 0.66084 -0.07445 4.03394 0.13 0.24 0.42
H 1.17620 1.23554 4.69031 0.10 0.03 0.56
O 0.92477 0.83647 3.86403 -0.27 -0.35 -1.02

=====

[5]
18
Properties=species:S:1:pos:R:3:forces:R:3 method="wB97M-V/def2-TZVPD" spin_multiplicity=2 fmax_ev_per_a=2.13 e_homo_ev="-16.34 / -16.25" total_energy_ha=-326.76574 charge=+1 lumo_ev="-4.00 / -8.41" gap_ev="12.334 / 7.847"
C -0.35452 -1.84119 0.30059 -0.50 -0.48 0.43
N -0.14211 -0.44875 -0.07312 1.37 -0.85 -1.39
C -0.18121 -0.15733 -1.51140 0.19 0.80 0.22
C -0.80957 1.22757 -1.76661 -0.09 -0.64 0.35
C 0.84027 0.24315 0.72690 -0.25 1.15 1.08
C 0.46318 0.29540 2.22010 -0.83 -1.25 -0.51
O -0.26066 -2.69287 -0.51460 0.00 0.18 -0.45
H -0.55804 -2.03240 1.34586 0.03 0.23 0.46
H -0.64038 -0.96166 -2.05649 -0.49 -0.29 0.11
H 0.86626 -0.14641 -1.83753 0.07 0.11 0.08
H -1.82637 1.24731 -1.38777 -0.13 0.02 0.10
H -0.87260 1.37538 -2.83885 0.27 0.22 -0.07
H -0.22510 1.98912 -1.25767 -0.06 0.24 -0.34
H 1.84177 -0.16550 0.56148 -0.06 -0.62 -0.12
H 0.95858 1.25234 0.35209 -0.29 0.23 -0.29
H 0.76814 -0.60010 2.75746 0.77 0.32 0.20
H 0.74669 1.22974 2.67309 0.34 0.05 0.22
H -0.61433 0.18620 2.30648 -0.36 0.59 -0.08

=====

[6]
18
Properties=species:S:1:pos:R:3:forces:R:3 method="wB97M-V/def2-TZVPD" spin_multiplicity=2 fmax_ev_per_a=2.59 e_homo_ev="-14.90 / -15.53" total_energy_ha=-326.72757 charge=+1 lumo_ev="-5.50 / -7.76" gap_ev="9.399 / 7.770"
C 2.82573 0.35134 0.10517 -1.26 0.36 0.48
C 1.52970 1.00733 0.67456 -0.06 -2.45 0.86
C 0.50832 -0.08752 0.90114 -0.63 0.63 -1.80
C -0.79681 0.07848 1.39108 -0.14 0.42 1.51
N -1.89316 -0.66890 1.09175 2.11 -0.17 -0.81
C -1.92173 -1.26706 -0.05101 -1.59 0.75 0.04
H 3.15310 -0.44947 0.76684 0.24 0.29 0.23
H 3.54836 1.15345 0.04059 0.44 -0.29 -0.42
H 2.57718 -0.14824 -0.82794 0.34 0.37 -0.36
H 0.95325 1.54708 -0.08519 0.37 0.67 -0.10
H 1.74921 1.57162 1.57437 -0.31 0.47 -0.06
H 0.57689 -0.84095 0.11594 0.29 -0.52 0.45
H -0.96636 0.86173 2.12427 -0.15 0.15 -0.16
H -2.78162 -1.90347 -0.23061 0.32 -0.52 0.01
H -1.31301 -0.94451 -0.89663 0.08 -0.13 0.03
H -0.18966 0.84402 -3.45497 -0.02 -0.20 0.24
H -1.57596 0.34175 -3.06272 0.67 0.02 0.15
O -0.64497 0.34103 -2.76220 -0.69 0.16 -0.27

=====

[7]
19
Properties=species:S:1:pos:R:3:forces:R:3 method="wB97M-V/def2-TZVPD" spin_multiplicity=1 fmax_ev_per_a=3.03 smiles="C[C@@H](O)[C@@H](C)NC=O" e_homo_ev=-9.57 total_energy_ha=-402.33464 charge=0 lumo_ev=0.60 gap_ev=10.168
O 3.01607 1.57895 -0.11656 -0.68 0.26 0.16
C 1.84787 1.38278 -0.42117 2.01 0.12 -0.42
N 1.40327 0.14517 -0.69629 -2.28 -1.95 0.39
C -0.02189 -0.28810 -0.69866 -0.54 0.42 -0.54
C -0.78879 -0.45837 0.62673 -0.21 -0.94 0.24
C -0.11735 -1.38908 1.65366 0.45 -0.28 -0.27
O -1.05130 0.76196 1.28913 -0.34 0.53 -0.34
C -0.82846 0.58408 -1.65949 -0.79 1.05 -0.05
H 1.17833 2.20097 -0.68576 -0.37 0.08 0.38
H 1.98696 -0.65248 -0.49414 0.66 0.53 0.17
H -0.08703 -1.31745 -1.10046 0.60 0.41 0.09
H -1.75775 -0.90343 0.24441 0.82 0.28 0.59
H 0.46867 -0.80513 2.36034 0.03 0.21 -0.09
H 0.57008 -2.13825 1.24702 -0.15 0.10 -0.32
H -0.83219 -1.95351 2.23644 -0.41 -0.02 0.13
H -1.79036 0.62238 1.89745 0.28 0.09 -0.16
H -1.89712 0.71352 -1.40625 0.30 -0.91 -0.05
H -0.56516 1.63722 -1.56812 0.55 -0.04 -0.22
H -0.73385 0.27878 -2.70828 0.07 0.09 0.32

=====

[8]
19
Properties=species:S:1:pos:R:3:forces:R:3 method="wB97M-V/def2-TZVPD" spin_multiplicity=1 fmax_ev_per_a=4.18 smiles="CC(=O)O.C=CNC" e_homo_ev=-7.87 total_energy_ha=-402.30701 charge=0 lumo_ev=0.89 gap_ev=8.762
C 0.91656 1.25326 0.35570 1.76 0.14 -1.15
C -0.20914 -1.87785 0.69243 0.23 -0.15 -0.22
C 0.88971 1.12755 1.84816 -0.01 -0.09 -0.15
N -0.04019 -0.86462 -0.32475 1.96 0.47 -0.97
C -1.11218 -0.56294 -1.12974 0.52 -0.08 -0.08
C -1.02275 -0.00045 -2.33990 -0.06 0.09 -0.13
O -0.04360 2.04745 -0.10835 0.09 -0.06 0.19
O 1.82322 0.79988 -0.38232 -0.93 1.55 1.30
H 1.02201 -0.51750 -0.67357 -3.66 -1.77 1.00
H -0.04941 2.02804 -1.08227 0.09 -0.16 0.09
H -2.08742 -0.76476 -0.69213 0.04 -0.02 0.05
H -1.11266 -1.68245 1.27770 0.02 0.04 -0.02
H -0.29602 -2.88556 0.26722 0.04 0.00 0.12
H 0.64535 -1.86198 1.36868 -0.02 -0.04 0.01
H -0.11535 0.88889 2.18607 -0.06 0.03 0.02
H 1.58783 0.36137 2.17143 0.02 0.03 -0.05
H 1.17979 2.08641 2.27973 -0.01 0.00 0.00
H -1.90590 0.28923 -2.88209 -0.15 0.01 -0.02
H -0.06986 0.13605 -2.83202 0.12 0.00 0.01

=====

[9]
19
Properties=species:S:1:pos:R:3:forces:R:3 method="wB97M-V/def2-TZVPD" spin_multiplicity=1 fmax_ev_per_a=5.68 e_homo_ev="-7.56 / -7.56" total_energy_ha=-402.14449 charge=0 lumo_ev="0.39 / 0.39" gap_ev="7.944 / 7.947"
C 0.20857 0.14899 0.00026 4.71 -2.73 -1.62
C 0.83743 0.83455 1.18847 -0.55 -0.03 0.03
C 0.20705 0.92020 -1.29507 0.08 -0.11 -0.38
C 1.51685 -1.46551 -0.27804 -1.38 2.80 -0.02
N -0.82865 -0.67886 0.28903 -3.93 1.58 2.43
C -2.17129 0.63988 0.86230 -1.42 -1.53 -1.36
O -1.36857 -1.30601 -0.83659 0.03 0.30 -0.05
O -2.74924 1.47168 0.22561 1.73 -0.94 0.60
H -1.67248 -2.15101 -0.47386 0.05 0.26 -0.10
H -2.67609 0.19826 1.76411 0.84 0.24 0.06
H 0.71058 0.24065 2.09475 0.05 -0.02 -0.06
H 0.37238 1.81142 1.35010 -0.01 0.11 0.05
H 1.90442 0.99087 1.00932 -0.21 0.01 -0.02
H 1.05192 1.60861 -1.34759 -0.04 -0.04 0.10
H 0.27952 0.24204 -2.14831 -0.06 0.06 0.10
H -0.71872 1.48622 -1.42149 0.01 0.07 0.15
H 1.53712 -2.03841 0.64347 -0.06 0.16 0.06
H 1.12035 -2.01736 -1.12399 0.01 0.06 0.02
H 2.43884 -0.93620 -0.50250 0.16 -0.27 0.00

=====

[10]
19
Properties=species:S:1:pos:R:3:forces:R:3 method="wB97M-V/def2-TZVPD" spin_multiplicity=1 fmax_ev_per_a=1.01 smiles="CC[C@@H](C=O)NCO" e_homo_ev=-9.22 total_energy_ha=-402.31234 charge=0 lumo_ev=0.88 gap_ev=10.106
O -0.88407 -1.98743 1.46565 -0.08 0.10 -0.04
C 0.03114 -1.56030 0.81446 -0.26 -0.41 -0.25
C -0.02861 -0.28796 -0.02110 0.43 0.54 0.47
C 0.92548 -0.33957 -1.22065 -0.33 -0.87 0.40
C 0.21478 -0.87356 -2.46457 0.22 -0.13 -0.59
N 0.39754 0.72356 0.96320 -0.12 -0.03 -0.39
C -0.65520 1.21031 1.84026 0.48 0.11 -0.23
O -0.80013 2.59970 1.57554 -0.08 0.03 0.05
H 1.00745 -2.08513 0.82745 0.13 0.19 0.01
H -1.05989 -0.11264 -0.33597 -0.13 -0.05 -0.10
H 1.40953 0.62336 -1.35827 -0.06 0.10 -0.21
H 1.71173 -1.06379 -0.97536 0.13 0.30 0.07
H 0.86045 -1.52140 -3.05800 0.18 0.03 0.06
H -0.11970 -0.10855 -3.16170 -0.15 0.25 0.20
H -0.64509 -1.49048 -2.21550 -0.14 0.01 0.18
H 0.81042 1.52122 0.49370 0.02 -0.02 0.09
H -1.58428 0.68027 1.63262 -0.11 -0.15 0.09
H -0.35234 1.05556 2.87410 -0.16 0.01 0.23
H -1.23920 3.01681 2.32415 0.03 -0.02 -0.05